Entry 1:
C6H12O | the ωB97M-V functional and the def2-TZVPD basis

Last column: natural (NBO) charge in e.
Atoms and positions in Å:
C 2.25319 0.25173 -0.20684  -0.62
C 0.92524 -0.33962 0.23727  0.10
O 1.14804 -0.87208 1.53565  -0.72
C -0.20090 0.70184 0.27468  -0.41
C -0.65126 1.17217 -1.14072  -0.61
C -1.58409 0.35686 0.70055  0.17
C -2.01210 -1.03233 0.37888  -0.80
H 2.20964 0.59639 -1.24517  0.21
H 3.03828 -0.50595 -0.12355  0.22
H 2.52820 1.09591 0.43531  0.21
H 0.65315 -1.14684 -0.46248  0.15
H 0.32073 -1.26075 1.84532  0.46
H 0.15919 1.58072 0.82627  0.22
H -0.70933 0.32956 -1.84044  0.21
H 0.03620 1.92816 -1.53173  0.24
H -1.64229 1.63588 -1.06950  0.25
H -1.39227 -1.67796 -0.26313  0.19
H -3.05504 -1.06947 0.04550  0.25
H -2.04251 -1.48192 1.38850  0.27

DFT total energy: -8460.452 eV
Energy relative to the best compared isomer or geometry (same formula, charge and spin): 3.902 eV
Spin multiplicity: 1

Entry 2:
C6H12O | the ωB97M-V functional and the def2-TZVPD basis

Last column: natural (NBO) charge in e.
Atoms and positions in Å:
C 0.57183 1.71911 -0.05265  -0.79
C 0.47601 0.55026 0.75340  0.35
O 1.18892 -0.59213 0.61098  -0.51
C 2.18713 -0.65325 -0.40340  -0.26
H 0.82196 2.64682 0.45293  0.23
H 0.79439 1.65722 -1.11104  0.20
H 0.26667 0.73420 1.80336  0.19
H 3.10868 -0.18160 -0.04646  0.19
H 1.87688 -0.16828 -1.33106  0.19
H 2.36641 -1.71444 -0.58398  0.20
C -1.43034 0.98035 0.06479  -0.18
C -1.43432 -0.32851 0.57222  -0.43
C -1.44339 -1.53550 -0.31954  -0.62
H -1.54003 1.13457 -1.00476  0.21
H -1.78364 1.80754 0.67276  0.21
H -1.68906 -0.47971 1.61800  0.21
H -2.44219 -1.99315 -0.38422  0.21
H -1.14548 -1.27283 -1.34306  0.20
H -0.75043 -2.31067 0.03173  0.21

DFT total energy: -8458.727 eV
Energy relative to the best compared isomer or geometry (same formula, charge and spin): 5.627 eV
Spin multiplicity: 1

Entry 3:
C6H12O | the ωB97M-V functional and the def2-TZVPD basis

Last column: natural (NBO) charge in e.
Atoms and positions in Å:
C 2.21120 0.43125 1.26193  -0.61
C 0.71833 0.69319 1.06926  -0.38
C 0.08472 -0.17509 -0.03216  -0.34
C 0.54067 0.34434 -1.37791  0.45
O 1.29636 -0.21406 -2.13509  -0.52
C -1.44804 -0.13293 0.01447  -0.39
C -2.10474 -1.04898 -1.01929  -0.61
H 2.64597 1.13592 1.97845  0.21
H 2.38168 -0.58170 1.64337  0.21
H 2.76092 0.52456 0.31867  0.21
H 0.18592 0.51154 2.01152  0.21
H 0.55112 1.75352 0.82845  0.20
H 0.43815 -1.21051 0.05775  0.22
H 0.10985 1.34174 -1.63917  0.10
H -1.77591 0.90579 -0.13774  0.20
H -1.77618 -0.41026 1.02366  0.21
H -3.17709 -0.84844 -1.10577  0.21
H -1.97932 -2.10222 -0.74583  0.21
H -1.66360 -0.91765 -2.01456  0.21

DFT total energy: -8463.965 eV
Energy relative to the best compared isomer or geometry (same formula, charge and spin): 0.389 eV
Spin multiplicity: 1

Entry 4:
C6H12O | the ωB97M-V functional and the def2-TZVPD basis

Last column: natural (NBO) charge in e.
Atoms and positions in Å:
C 0.60160 -2.08277 1.13097  -0.60
C -0.16982 -0.79489 0.86136  -0.25
C 0.48270 0.50256 1.40698  -0.07
O 0.43404 1.49467 0.32868  -0.54
C -0.57008 1.05585 -0.58142  0.10
C -0.52228 1.69908 -1.98918  -0.62
C -0.15773 -0.41813 -0.61575  -0.42
H 0.68930 -2.29289 2.20061  0.21
H 1.61207 -2.01316 0.71029  0.20
H 0.10858 -2.94280 0.65902  0.21
H -1.18994 -0.89034 1.26688  0.20
H -0.03859 0.90325 2.28528  0.18
H 1.51534 0.27703 1.72836  0.18
H -1.55584 1.27623 -0.12860  0.16
H -0.26898 2.75499 -1.90041  0.22
H -1.49488 1.64308 -2.51411  0.22
H 0.20271 1.20614 -2.65303  0.21
H 0.88688 -0.24689 -0.85661  0.21
H -0.56509 -1.13100 -1.33933  0.22

DFT total energy: -8463.455 eV
Energy relative to the best compared isomer or geometry (same formula, charge and spin): 0.899 eV
Spin multiplicity: 1

Entry 5:
C6H12O | the ωB97M-V functional and the def2-TZVPD basis

Last column: natural (NBO) charge in e.
Atoms and positions in Å:
C 1.37883 -0.45168 -1.37876  -0.39
C 0.05628 -0.53892 -1.37127  -0.02
C -0.75508 -0.11067 -2.56958  -0.64
C -0.68751 -1.04727 -0.18901  -0.24
C -0.25927 -1.19839 1.05941  -0.14
C -1.24535 -1.62835 2.13399  -0.63
H 1.76422 -0.16021 -2.36140  0.18
H 2.20711 -0.55764 -0.69661  0.21
H -1.82245 -0.21807 -2.36770  0.21
H -0.59194 0.96851 -2.65092  0.22
H -0.52736 -0.55911 -3.53156  0.22
H -1.70624 -1.34277 -0.42794  0.19
H 0.72082 -1.07154 1.50226  0.20
H -2.24606 -1.75341 1.72375  0.21
H -1.22557 -0.94150 2.97650  0.21
H -0.97028 -2.64690 2.43792  0.21
O 2.13022 4.24868 1.62135  -0.94
H 2.58217 4.70091 2.34740  0.47
H 1.19746 4.30834 1.74219  0.47

DFT total energy: -8462.385 eV
Energy relative to the best compared isomer or geometry (same formula, charge and spin): 1.969 eV
Spin multiplicity: 1

Entry 6:
C6H12O | the ωB97M-V functional and the def2-TZVPD basis

Last column: natural (NBO) charge in e.
Atoms and positions in Å:
C 2.88466 -0.80126 -0.84287  -0.39
C 1.84761 -0.14762 -0.35611  -0.16
C 1.36433 1.19356 -0.88446  -0.48
C -0.12502 1.34337 -0.86991  0.03
C -0.77966 1.66937 -1.98058  -0.40
C -0.84848 1.27986 0.45903  -0.64
H 3.50342 -0.48719 -1.68469  0.19
H 3.20496 -1.76389 -0.47475  0.20
H 1.32815 -0.52723 0.50862  0.19
H 1.75527 1.29445 -1.90661  0.22
H 1.85680 1.99322 -0.30773  0.22
H -1.85295 1.78327 -2.11776  0.20
H -0.23544 1.80235 -2.90197  0.19
H -0.66723 2.23756 0.93344  0.22
H -0.38083 0.53444 1.11362  0.20
H -1.90029 1.06557 0.36290  0.22
O -3.22645 -3.61631 3.30903  -0.93
H -3.57280 -3.42178 2.43210  0.47
H -2.78757 -2.78935 3.54282  0.47

DFT total energy: -8462.641 eV
Energy relative to the best compared isomer or geometry (same formula, charge and spin): 1.713 eV
Spin multiplicity: 1

Entry 7:
C6H12O | the ωB97M-V functional and the def2-TZVPD basis

Last column: natural (NBO) charge in e.
Atoms and positions in Å:
C -1.53290 -2.38828 -0.13269  -0.38
C -1.99304 -1.24795 0.36812  -0.18
C -1.86308 0.07435 -0.33286  -0.46
C -0.56494 0.78575 0.05222  -0.05
O 0.49827 -0.12455 -0.11915  -0.54
C 1.67917 0.40258 -0.66863  -0.05
C 2.48897 1.23355 0.31424  -0.64
H -1.06385 -2.41790 -1.11332  0.19
H -1.57463 -3.32286 0.41996  0.20
H -2.42910 -1.24582 1.36586  0.19
H -1.86100 -0.08825 -1.41567  0.21
H -2.71494 0.72614 -0.10384  0.21
H -0.43074 1.67045 -0.59000  0.17
H -0.61310 1.13909 1.09372  0.17
H 2.25938 -0.46938 -0.98560  0.19
H 1.44514 0.99412 -1.57018  0.15
H 3.41616 1.57996 -0.15521  0.21
H 1.92946 2.11368 0.64956  0.20
H 2.74759 0.63604 1.19444  0.21

DFT total energy: -8462.885 eV
Energy relative to the best compared isomer or geometry (same formula, charge and spin): 1.469 eV
Spin multiplicity: 1

Entry 8:
C6H12O | the ωB97M-V functional and the def2-TZVPD basis

Last column: natural (NBO) charge in e.
Atoms and positions in Å:
C -2.43647 -0.76190 0.37448  -0.61
C -1.08919 -0.87616 -0.33192  -0.38
C -0.04127 0.12979 0.15593  -0.34
C -0.33221 1.50826 -0.38912  0.46
O -0.41093 2.52665 0.25527  -0.52
C 1.35455 -0.27748 -0.33990  -0.38
C 2.48773 0.44517 0.37933  -0.61
H -3.07450 -1.61825 0.13425  0.21
H -2.30317 -0.73499 1.46218  0.21
H -2.97317 0.14807 0.08669  0.21
H -0.67781 -1.88333 -0.18869  0.21
H -1.21589 -0.75835 -1.41838  0.20
H -0.04954 0.19427 1.25238  0.22
H -0.43668 1.52690 -1.50100  0.10
H 1.40990 -0.09422 -1.42356  0.20
H 1.45608 -1.36308 -0.21459  0.21
H 3.46101 0.11523 0.00292  0.21
H 2.45095 0.24315 1.45601  0.21
H 2.42057 1.53029 0.24771  0.21

DFT total energy: -8463.946 eV
Energy relative to the best compared isomer or geometry (same formula, charge and spin): 0.408 eV
Spin multiplicity: 1

Entry 9:
C6H12O | the ωB97M-V functional and the def2-TZVPD basis

Last column: natural (NBO) charge in e.
Atoms and positions in Å:
C 2.24886 -0.19589 0.87214  -0.60
C 1.45419 -0.51181 -0.39366  -0.40
C 0.28214 0.41995 -0.64002  -0.24
C -0.85616 0.01908 -1.54685  -0.43
C -1.15733 0.42670 -0.14476  0.23
C -1.84564 -0.51152 0.83520  -0.63
O -1.70062 1.72860 -0.08795  -0.71
H 3.13613 -0.83439 0.96033  0.21
H 1.63842 -0.33564 1.77109  0.20
H 2.59233 0.84568 0.85905  0.20
H 1.14978 -1.56602 -0.40638  0.20
H 2.12018 -0.38924 -1.26165  0.21
H 0.61565 1.44785 -0.78112  0.22
H -0.94022 -1.04480 -1.76736  0.21
H -1.16684 0.68406 -2.34576  0.23
H -2.71281 -0.98929 0.36126  0.22
H -2.24099 0.08262 1.66840  0.22
H -1.19554 -1.29139 1.24748  0.21
H -1.41109 2.10920 0.75221  0.46

DFT total energy: -8463.118 eV
Energy relative to the best compared isomer or geometry (same formula, charge and spin): 1.236 eV
Spin multiplicity: 1

Entry 10:
C6H12O | the ωB97M-V functional and the def2-TZVPD basis

Last column: natural (NBO) charge in e.
Atoms and positions in Å:
C 1.44379 -0.97627 1.43253  -0.69
C 0.08630 -0.82288 0.86267  0.05
C -0.92442 -0.17187 1.48164  -0.16
C -0.35166 -0.57804 -1.62008  -0.14
C -0.05545 -1.30831 -0.51782  0.11
C 0.25963 -2.78832 -0.67892  -0.67
H 2.20217 -1.00752 0.65197  0.25
H 1.57956 -1.87710 2.04918  0.28
H 1.78500 -0.25675 2.18462  0.28
H -1.78299 0.37439 1.11172  0.24
H -0.77567 0.08654 2.52908  0.23
H -0.13401 -0.90627 -2.63206  0.24
H -0.89354 0.36234 -1.66366  0.23
H 1.17738 -2.89176 -1.24700  0.26
H -0.62742 -3.20019 -1.16683  0.26
H 0.29658 -3.28947 0.28515  0.24
H -1.31156 6.47965 -1.74091  0.46
H -1.16968 6.06136 -0.35715  0.46
O -0.80403 6.71048 -0.96414  -0.92

DFT total energy: -8453.489 eV
Energy relative to the best compared isomer or geometry (same formula, charge and spin): 1.559 eV
Spin multiplicity: 2
Expectation value of S²: 0.783
Total charge: +1

Entry 11:
C6H12O12S3 | the ωB97M-V functional and the def2-TZVPD basis

Last column: natural (NBO) charge in e.
Atoms and positions in Å:
O 19.64552 6.50034 -4.62404  -0.93
S 19.64646 5.11703 -4.19379  2.55
O 19.68018 4.14858 -5.22500  -0.87
O 20.80069 4.80012 -3.17032  -0.69
C 20.53431 5.44976 -1.94014  -0.11
C 18.96616 5.69818 -1.90603  -0.11
O 18.56004 4.90525 -3.05076  -0.68
H 20.84765 4.78940 -1.13903  0.21
H 21.06736 6.40254 -1.97979  0.20
H 18.62161 6.70628 -2.12302  0.21
H 18.58763 5.34503 -0.95334  0.23
O 25.46458 7.78765 -7.75394  -0.87
S 24.63871 6.61900 -7.73916  2.49
O 24.71777 5.66487 -8.82805  -0.89
O 24.82606 5.78551 -6.31875  -0.68
C 23.56332 5.24294 -5.96452  -0.11
C 22.66346 6.47049 -6.13482  -0.11
O 23.07796 6.96346 -7.43210  -0.70
H 23.33519 4.41246 -6.63122  0.21
H 23.55769 4.98157 -4.90680  0.21
H 22.70584 7.37923 -5.53461  0.21
H 21.64558 6.16161 -6.38975  0.23
O 19.58858 2.42808 0.71624  -0.88
S 18.92812 3.59999 1.26432  2.51
O 17.65085 4.02347 0.80252  -0.87
O 18.92251 3.66910 2.89660  -0.68
C 20.14522 4.25529 3.40136  -0.10
C 20.96485 4.66332 2.20927  -0.12
O 19.98519 4.82320 1.18023  -0.71
H 19.77139 5.03202 4.07160  0.21
H 20.57637 3.43020 3.97412  0.21
H 21.58719 3.80101 1.95224  0.20
H 21.55552 5.56227 2.33631  0.23

DFT total energy: -63488.412 eV
Energy relative to the best compared isomer or geometry (same formula, charge and spin): 1.392 eV
Spin multiplicity: 1

Entry 12:
C6H12O2 | the ωB97M-V functional and the def2-TZVPD basis

Last column: natural (NBO) charge in e.
Atoms and positions in Å:
C -0.65734 2.18697 -0.19064  -0.25
O -0.01004 1.10758 0.47199  -0.57
C 0.96571 0.31195 -0.39755  0.11
C 2.06254 -0.20480 0.51696  -0.63
C 0.14538 -0.76429 -1.05713  -0.55
C -1.26810 -0.78061 -0.31684  0.65
C -1.33071 -1.50018 1.00537  -0.72
O -2.28184 -0.52887 -0.95754  -0.57
H -0.37056 3.13245 0.27775  0.18
H -1.74306 2.09801 -0.09584  0.19
H -0.41541 2.22721 -1.25794  0.17
H 1.40217 1.00389 -1.12453  0.19
H 2.35816 0.55441 1.24668  0.23
H 2.93974 -0.48675 -0.07572  0.22
H 1.74968 -1.09409 1.07009  0.20
H -0.07515 -0.49466 -2.09429  0.23
H 0.59783 -1.75790 -1.01731  0.22
H -1.45418 -2.57079 0.83149  0.24
H -2.18354 -1.11401 1.57073  0.24
H -0.43126 -1.32553 1.59427  0.22

DFT total energy: -10510.606 eV
Energy relative to the best compared isomer or geometry (same formula, charge and spin): 1.701 eV
Spin multiplicity: 1

What is the spin multiplicity in the ninth record? 1

energy relative to the best compared isomer or geometry (same formula, charge and spin) of number 10 (C6H12O)? 1.559 eV

The lowest DFT total energy belongs to which entry? C6H12O12S3